(1)
Entry from OMol25: a molecular structure, C9H15BrNOPReSbSe4 (ωB97M-V/def2-TZVPD).

- net charge = +4
- DFT total energy (eV) = -362457.3322

```
34
Properties=species:S:1:pos:R:3:forces:R:3:nbo_charge:R:1
Re 0.255 -0.214 0.229 -0.26 -0.67 0.38 0.678
H 2.334 2.411 2.880 0.00 0.01 -0.01 0.288
H -4.164 -3.739 -2.988 0.00 -0.01 0.01 0.271
H 0.852 4.076 0.863 0.00 0.00 0.00 0.287
C -3.109 -3.659 -2.736 0.00 0.01 0.00 -0.653
H -2.536 -3.877 -3.640 -0.01 0.00 -0.01 0.278
Se -1.879 -5.044 6.725 0.11 0.10 -0.11 0.053
C -2.105 0.213 -1.383 -0.03 0.03 0.00 0.137
C -3.210 0.115 -2.181 0.06 -0.03 0.04 -0.217
H 4.262 1.125 -0.545 0.01 0.01 0.01 0.291
H -3.790 0.986 -2.457 0.00 0.01 0.00 0.299
Br -1.427 1.822 -0.656 -0.05 0.11 -0.06 0.333
C 3.807 2.105 -0.699 0.00 0.00 0.01 -1.018
Sb -0.453 -3.517 5.482 -0.15 -0.44 0.96 0.900
Se -0.218 -3.667 7.917 -0.01 0.03 -0.38 0.051
N -1.338 -0.819 -0.997 -0.15 -0.13 -0.16 -0.534
H 1.364 3.995 -0.862 -0.02 0.00 0.00 0.294
O 1.430 1.207 0.343 0.40 0.61 0.14 -0.962
P 2.537 2.414 0.497 -0.06 -0.14 -0.06 1.901
Se -0.577 -0.672 2.229 0.48 0.20 -0.98 0.427
H -4.413 -1.296 -3.253 0.00 0.00 0.00 0.285
H 2.400 4.755 0.352 0.01 -0.02 -0.01 0.324
C -2.780 -2.281 -2.249 0.02 -0.02 0.03 0.014
C 1.689 3.940 0.177 -0.01 -0.03 0.01 -1.021
H 3.418 2.193 -1.714 -0.01 -0.01 0.00 0.298
H 3.809 3.202 2.304 0.01 -0.01 -0.01 0.321
H 4.583 2.866 -0.559 0.00 0.01 0.00 0.322
C -3.545 -1.166 -2.616 0.01 0.02 -0.01 -0.026
C -1.683 -2.063 -1.432 -0.03 0.06 -0.01 0.079
C 3.149 2.340 2.159 -0.02 -0.02 0.00 -1.016
H -1.062 -2.884 -1.104 -0.01 -0.01 0.00 0.233
H -2.869 -4.417 -1.992 0.01 -0.01 -0.01 0.251
H 3.731 1.431 2.318 -0.01 -0.01 0.01 0.292
Se 1.538 -1.881 -0.412 -0.31 0.37 0.25 0.541
```
Positions in Å, forces in eV/Å.

***

(2)
Entry from OMol25: 8 unconnected molecules or ions with the total composition C28H48BrCl2N4O33S7 (ωB97M-V/def2-TZVPD).

- net charge = +1
- DFT total energy (eV) = -274257.9274

```
123
Properties=species:S:1:pos:R:3:forces:R:3:lowdin_charge:R:1
H 0.719 1.582 -3.224 -0.94 0.08 -0.31 0.122
C 5.925 -2.944 -1.740 -0.13 0.28 0.66 0.011
H -5.736 -5.343 -2.486 -0.04 -0.05 0.26 0.140
H -3.405 -5.039 -1.855 -0.05 0.00 -0.06 0.134
C 2.024 9.083 -3.442 0.23 0.37 0.43 -0.167
H 0.492 -0.671 -3.513 -0.49 -0.23 -0.87 0.084
C -4.731 2.889 3.419 -0.68 0.00 0.04 -0.158
S -3.832 0.397 7.871 0.74 -0.47 0.43 0.670
O -3.554 2.358 2.807 0.54 -0.32 0.27 -0.180
H -3.944 3.132 5.425 -0.05 0.03 -0.01 0.142
C -8.721 -3.563 1.930 0.63 0.03 0.11 -0.173
O 1.885 -2.673 1.991 0.20 0.25 -0.59 -0.236
H -0.786 1.078 -2.360 0.34 0.59 -0.88 0.134
H -4.772 3.969 3.292 0.25 -0.08 -0.11 0.138
O 10.515 2.884 -1.587 -0.17 0.52 0.41 -0.187
H 2.028 -0.070 -5.238 -1.01 -0.19 -0.81 0.113
H -1.210 1.495 9.762 -0.11 0.10 -0.24 0.137
C -5.487 -4.442 -1.928 -0.16 0.36 -0.53 -0.160
O -3.156 -0.885 8.593 -0.36 0.54 0.19 -0.185
O -9.788 -2.635 1.732 -0.37 -0.12 0.52 -0.187
O -0.936 2.900 -3.316 0.98 -0.32 -0.52 -0.192
H 2.945 7.979 -1.805 -0.26 -0.04 0.11 0.137
O -5.139 0.570 8.404 0.08 -0.06 -0.42 -0.205
C 3.696 -3.722 -0.870 -1.43 0.90 0.60 -0.124
O -4.087 -4.601 1.239 -0.43 0.33 -0.06 -0.226
C 4.031 -2.805 -3.184 -0.46 0.67 -1.86 -0.275
H 4.307 -3.601 0.071 -0.64 -0.36 -1.00 0.162
H -0.900 1.245 -5.498 0.25 -0.52 0.80 0.108
H -5.601 2.433 2.940 0.00 0.04 0.05 0.136
H -1.966 0.360 -4.346 0.95 0.54 -0.11 0.117
O -0.365 -3.475 1.356 0.51 0.73 -0.44 -0.236
H -2.042 -1.301 1.615 0.05 -0.04 0.09 0.127
N 4.469 -3.170 -1.988 1.70 -0.67 0.53 -0.041
H 0.777 -2.837 -5.703 1.01 0.52 -0.03 0.113
C 1.127 -0.613 -5.652 0.25 -0.86 1.23 -0.142
H 2.047 -2.288 -6.883 -0.18 0.01 1.09 0.111
C 0.000 -0.617 -4.522 0.03 0.44 -1.10 -0.223
O -1.750 1.248 4.063 -0.01 -0.44 -0.42 -0.202
O 7.240 -1.109 -0.841 0.52 0.07 0.16 0.163
H -1.762 -1.112 10.117 -0.22 -0.05 -0.09 0.137
O 0.992 7.388 -2.209 -0.42 0.44 -0.23 -0.187
H -1.879 -1.374 3.377 0.44 -0.04 -0.01 0.112
C -0.411 1.580 -3.300 -0.75 -0.56 0.00 -0.251
Br 1.468 -5.711 -0.367 0.65 0.50 -0.03 0.728
C -1.946 -0.489 9.243 0.54 0.06 -0.12 -0.170
O 5.835 1.494 -1.597 -0.02 0.03 -0.52 0.160
C -4.634 2.483 4.878 0.18 0.52 0.03 -0.142
H 5.034 2.075 0.856 0.10 -1.06 -0.20 0.103
O 3.946 -6.091 -1.465 0.61 0.01 -0.42 0.079
H 2.698 7.029 -3.290 0.05 0.06 0.01 0.131
H 0.015 4.691 -4.019 -0.42 -1.50 -0.18 0.063
H -1.056 3.835 -5.213 0.61 -0.12 0.84 0.102
O -4.079 1.165 4.859 -1.00 2.09 -5.83 -0.293
H 3.953 0.568 0.771 1.11 0.49 0.17 0.099
H -5.603 2.484 5.375 0.07 -0.29 -0.01 0.147
O 10.992 4.806 -0.119 0.16 -0.28 0.02 -0.215
H 6.246 -3.609 -0.890 -0.39 0.71 -0.86 0.156
S -10.366 -2.156 3.164 0.24 -0.39 -0.06 0.625
O -0.367 6.673 -4.141 -0.19 0.63 0.11 -0.241
C 1.632 -2.127 -5.857 -1.40 1.04 0.02 -0.128
H 2.783 -3.077 -0.699 0.88 -0.88 -0.13 0.083
S 0.693 -2.258 1.330 -1.52 0.06 1.00 0.579
O 11.564 2.492 0.611 -0.09 0.34 0.04 -0.216
O 5.090 -0.618 -1.328 0.65 -0.85 0.33 0.060
S -3.080 1.036 3.605 -1.37 1.17 0.54 0.648
O -5.791 -4.612 -0.541 0.64 0.07 0.41 -0.187
C -4.003 -4.131 -1.971 0.16 -0.60 -0.12 -0.168
S -0.112 7.804 -3.313 0.50 0.31 0.08 0.638
C -0.322 3.674 -4.371 0.05 0.12 -0.66 -0.098
C 4.998 0.979 0.648 -0.33 -1.11 -1.31 0.046
O 9.209 3.190 0.440 0.58 -0.25 -0.22 -0.187
O -5.467 -2.565 0.797 0.31 -0.20 0.23 -0.203
H 1.871 9.938 -2.779 0.05 -0.04 -0.01 0.136
C -1.366 -3.216 2.351 -0.31 -0.06 0.79 -0.137
C -2.150 0.968 9.609 -0.14 -0.14 0.61 -0.167
H -3.712 -3.620 -2.887 0.00 0.21 0.20 0.135
O -2.868 1.528 8.506 -0.05 -0.46 -0.52 -0.185
S -4.781 -3.725 0.353 -0.06 -0.24 -0.69 0.622
O -9.873 -0.854 3.442 -0.25 -0.17 0.09 -0.219
O -3.454 -0.114 2.848 -0.21 0.60 0.36 -0.245
C 5.380 0.701 -0.852 -0.42 0.70 1.73 -0.440
C 8.368 2.865 -0.670 -0.22 0.32 -0.31 -0.176
C 2.283 7.814 -2.652 0.39 -0.20 -0.41 -0.172
H 6.561 -3.231 -2.614 -0.66 0.61 0.66 0.150
H -8.142 -4.690 3.703 -0.06 0.22 0.16 0.136
H 8.880 2.210 -2.683 0.21 0.17 0.01 0.136
O -3.769 -3.298 -0.833 -0.56 0.12 0.33 -0.191
Cl 4.550 -1.271 -6.747 -0.99 -0.96 1.80 0.799
H -9.796 -5.014 3.129 0.07 -0.02 -0.03 0.134
Cl 1.256 -3.382 -2.951 0.57 0.06 -0.09 0.894
N 4.830 -2.269 -4.188 -1.94 -0.18 -0.37 0.165
H -1.124 -0.608 8.533 0.01 0.03 0.06 0.133
H 7.550 2.227 -0.351 0.23 0.08 0.22 0.097
O 0.803 8.841 -4.147 -0.16 -0.70 0.17 -0.183
H 2.829 9.306 -4.140 -0.22 -0.06 -0.14 0.137
H -6.078 -3.605 -2.307 0.04 -0.03 -0.02 0.138
H -1.025 -3.647 3.296 0.00 0.01 -0.04 0.142
H -8.672 -4.269 1.102 -0.21 0.14 -0.03 0.134
H -2.317 -3.670 2.068 0.35 -0.01 -0.15 0.103
H 9.460 1.137 -1.386 -0.10 0.01 -0.02 0.132
H -7.785 -3.001 1.983 0.00 -0.06 -0.01 0.116
C 6.189 -1.457 -1.261 -0.83 -0.66 -0.62 -0.405
C -9.027 -4.246 3.249 -0.28 -0.48 -0.27 -0.169
H 5.712 0.375 1.270 -0.69 0.68 -0.38 0.106
N 2.731 -2.361 -4.878 0.59 1.19 -4.51 -0.108
S 10.726 3.412 -0.074 -0.27 -0.21 -0.20 0.625
O -9.559 -3.214 4.081 0.10 0.57 -0.40 -0.186
C 9.276 2.176 -1.669 -0.15 -0.58 0.18 -0.169
O -11.748 -2.480 3.214 0.18 0.31 -0.07 -0.215
C 3.989 -1.995 -5.257 0.79 -1.28 3.88 -0.611
O -0.104 -1.252 2.295 0.94 -0.73 -0.37 -0.168
C -1.459 -1.708 2.439 -0.22 -0.56 -0.50 -0.172
N 2.715 -2.877 -3.629 1.38 0.27 0.28 -0.342
H 0.539 3.087 -4.802 -0.61 0.75 0.40 0.087
H -2.772 1.069 10.503 0.07 -0.03 0.01 0.135
C -0.904 0.685 -4.528 0.26 -0.44 0.98 -0.153
O -1.145 8.526 -2.665 0.00 -0.38 -0.11 -0.202
H 7.965 3.796 -1.076 -0.03 -0.06 -0.03 0.139
O 0.704 -1.708 0.009 0.59 -0.38 -0.02 -0.274
C 3.281 -5.233 -1.027 -0.45 0.59 0.46 -0.745
H 0.786 -0.141 -6.606 0.25 -0.55 0.79 0.123
O -3.580 0.328 6.467 0.84 -2.07 5.34 -0.225
H -0.611 -1.549 -4.702 0.42 1.00 0.40 0.097
```
Positions in Å, forces in eV/Å.

***

(3)
Entry from OMol25: 3 unconnected molecules or ions with the total composition C6H12Br4FN4O3S (ωB97M-V/def2-TZVPD).

- net charge = +1
- DFT total energy (eV) = -312226.3276

```
31
Properties=species:S:1:pos:R:3:forces:R:3:nbo_charge:R:1
C -1.858 -0.983 3.980 0.31 -0.16 0.13 -0.432
N -1.489 2.335 -0.159 3.54 0.12 -0.30 -0.265
H 1.047 -2.669 -1.295 0.00 -0.10 -0.30 0.226
N -0.198 4.533 -0.492 6.59 -4.72 0.14 -0.384
O 2.234 0.395 -1.527 -3.32 2.14 5.94 -0.757
Br -1.859 0.712 3.016 -0.06 0.12 -0.04 -0.057
H 2.145 -4.415 -2.911 -0.15 0.21 -0.01 0.238
H -2.735 -0.981 4.633 0.17 0.00 -0.27 0.246
C -1.822 -2.155 3.026 -0.24 -0.28 0.03 -0.457
C 1.334 4.673 -0.609 -2.65 -2.72 0.50 0.272
Br -0.223 -5.022 -2.547 0.07 0.13 -0.10 -0.001
H 1.814 5.739 -0.813 -0.87 -2.75 0.53 0.304
F 0.371 -0.350 0.170 1.98 3.50 -0.32 -0.421
C 1.229 -3.855 -3.126 -0.01 -0.32 0.15 -0.457
H 2.148 -2.001 -2.528 -0.19 -0.13 0.00 0.235
S 1.649 0.777 -0.112 7.12 -5.13 -2.50 2.220
Br -0.186 -1.363 -3.033 -0.13 -0.03 0.05 -0.035
C -0.301 3.032 -0.291 1.24 2.27 -0.53 0.579
O -2.669 3.022 -0.235 -1.07 -0.98 -1.18 -0.462
H 1.129 -3.733 -4.207 0.02 0.08 0.28 0.239
H -0.953 -0.960 4.595 -0.16 0.00 -0.15 0.237
Br -3.570 -2.460 2.217 0.19 0.09 -0.05 0.002
H 3.150 3.235 -0.526 -1.81 -0.36 0.17 0.507
O 2.719 0.582 0.998 -5.43 1.61 -3.75 -0.722
C 1.214 -2.547 -2.369 0.28 0.16 -0.12 -0.442
H -1.592 -3.081 3.563 -0.01 0.26 -0.04 0.244
N 1.091 2.440 -0.277 -3.33 -1.43 0.75 -0.442
H -3.237 2.458 -0.871 1.05 1.40 1.17 0.505
H -1.574 1.305 -0.011 0.51 1.13 0.11 0.447
N 2.102 3.368 -0.468 -3.50 5.87 -0.55 -0.394
H -1.109 -2.028 2.208 -0.13 0.04 0.25 0.225
```
Positions in Å, forces in eV/Å.

***

Number 1: largest force on an atom 0.022 hartree/bohr. Number 2: largest force on an atom 0.122 hartree/bohr. Number 3: largest force on an atom 0.178 hartree/bohr.